Record 1
ORCA calculation (ωB97M-V/def2-TZVPD) on a cluster of 9 separate species, C42H103N4O24P5 in total at a distorted geometry.

Each line ends with the Löwdin charge.
Cartesian coordinates (Å):
C1 -0.589 0.310 0.093  -0.33
O1 -0.161 1.452 0.289  0.00
N1 -0.117 -0.560 -0.832  -0.18
C2 -0.769 -1.865 -0.925  -0.08
C3 1.077 -0.278 -1.635  -0.04
H1 -1.424 -0.177 0.620  0.13
H2 -0.639 -2.572 -0.105  0.09
H3 -0.618 -2.404 -1.861  0.08
H4 -1.855 -1.821 -1.004  0.08
H5 2.003 -0.813 -1.425  0.09
H6 0.688 -0.551 -2.616  0.08
H7 1.350 0.759 -1.832  0.09
C4 -2.974 -10.155 -5.316  -0.40
O2 -2.272 -9.420 -4.626  -0.01
N2 -2.548 -10.989 -6.206  -0.18
C5 -3.424 -11.689 -7.136  -0.05
C6 -1.089 -11.324 -6.340  -0.01
H8 -4.075 -10.115 -5.299  0.13
H9 -4.409 -11.226 -7.086  0.09
H10 -3.440 -12.748 -6.876  0.09
H11 -3.029 -11.654 -8.151  0.09
H12 -0.514 -11.256 -5.416  0.09
H13 -0.943 -12.271 -6.859  0.08
H14 -0.612 -10.536 -6.922  0.09
C7 -4.637 6.795 5.199  -0.34
O3 -5.471 7.556 4.758  0.01
N3 -4.743 6.363 6.484  -0.18
C8 -3.710 5.531 7.119  -0.07
C9 -5.886 6.560 7.356  -0.06
H15 -3.799 6.415 4.594  0.14
H16 -2.954 5.171 6.422  0.08
H17 -4.135 4.673 7.640  0.08
H18 -3.094 6.069 7.839  0.08
H19 -5.629 6.711 8.404  0.08
H20 -6.580 7.360 7.097  0.09
H21 -6.472 5.641 7.371  0.09
C10 5.766 -4.587 -4.615  -0.31
O4 6.107 -3.543 -5.195  -0.01
N4 4.587 -5.243 -4.857  -0.19
C11 4.045 -6.081 -3.807  -0.08
C12 3.561 -4.858 -5.841  -0.06
H22 6.329 -5.091 -3.814  0.13
H23 4.753 -6.334 -3.018  0.09
H24 3.570 -6.946 -4.271  0.08
H25 3.161 -5.610 -3.376  0.08
H26 2.762 -4.247 -5.421  0.09
H27 3.850 -4.183 -6.646  0.08
H28 3.150 -5.614 -6.510  0.09
C13 11.487 12.773 0.592  -0.07
C14 10.731 11.467 0.183  -0.27
O5 9.708 11.211 1.145  -0.20
P1 8.221 11.938 0.981  0.48
O6 8.054 12.780 -0.208  -0.23
O7 7.950 12.674 2.399  -0.18
C15 7.906 11.917 3.613  -0.27
C16 7.723 12.976 4.711  -0.07
O8 7.215 10.685 0.982  -0.20
C17 7.231 9.793 -0.143  -0.28
C18 5.919 9.078 -0.281  -0.07
H29 12.367 12.884 -0.042  0.07
H30 10.988 13.733 0.458  0.07
H31 11.905 12.705 1.596  0.07
H32 10.424 11.538 -0.860  0.11
H33 11.454 10.653 0.115  0.11
H34 7.135 11.148 3.659  0.12
H35 8.890 11.497 3.818  0.11
H36 6.951 13.710 4.484  0.08
H37 7.548 12.595 5.718  0.08
H38 8.684 13.486 4.645  0.08
H39 7.626 10.299 -1.024  0.12
H40 8.025 9.100 0.132  0.12
H41 5.638 8.678 0.692  0.08
H42 5.126 9.771 -0.565  0.08
H43 5.973 8.264 -1.005  0.08
C19 -2.676 -4.188 -10.753  -0.07
C20 -2.645 -2.700 -10.792  -0.31
O9 -1.474 -2.254 -11.441  -0.20
P2 -1.136 -0.661 -11.510  0.52
O10 -2.347 0.075 -11.854  -0.21
O11 -0.528 -0.418 -10.015  -0.17
C21 -0.825 0.829 -9.375  -0.29
C22 0.195 1.917 -9.527  -0.08
O12 0.140 -0.545 -12.578  -0.18
C23 1.189 -1.446 -12.678  -0.34
C24 1.044 -2.392 -13.828  -0.06
H44 -1.870 -4.554 -10.116  0.08
H45 -3.687 -4.522 -10.520  0.08
H46 -2.399 -4.598 -11.725  0.08
H47 -3.540 -2.371 -11.321  0.12
H48 -2.738 -2.165 -9.846  0.12
H49 -1.795 1.287 -9.570  0.11
H50 -0.910 0.585 -8.316  0.12
H51 1.124 1.783 -8.973  0.07
H52 0.551 1.981 -10.555  0.08
H53 -0.118 2.906 -9.194  0.08
H54 2.146 -0.924 -12.693  0.12
H55 1.210 -1.940 -11.707  0.11
H56 0.037 -2.791 -13.707  0.07
H57 1.114 -1.909 -14.802  0.08
H58 1.822 -3.154 -13.789  0.08
C25 -8.873 1.481 1.357  -0.05
C26 -7.391 1.930 0.930  -0.29
O13 -6.924 1.280 -0.200  -0.18
P3 -7.252 1.951 -1.677  0.55
O14 -8.631 2.459 -1.948  -0.24
O15 -6.025 2.995 -1.820  -0.19
C27 -6.044 3.989 -2.773  -0.30
C28 -4.812 4.922 -2.557  -0.05
O16 -6.841 0.767 -2.748  -0.19
C29 -7.714 -0.327 -2.956  -0.31
C30 -7.025 -1.648 -2.902  -0.08
H59 -8.781 0.515 1.853  0.06
H60 -9.345 2.136 2.089  0.07
H61 -9.539 1.445 0.494  0.06
H62 -7.344 3.009 0.783  0.11
H63 -6.748 1.786 1.799  0.11
H64 -5.991 3.484 -3.737  0.12
H65 -6.991 4.522 -2.691  0.12
H66 -5.140 5.573 -1.747  0.07
H67 -3.908 4.403 -2.236  0.08
H68 -4.658 5.563 -3.425  0.07
H69 -8.517 -0.381 -2.221  0.11
H70 -8.198 -0.152 -3.917  0.12
H71 -5.949 -1.488 -2.980  0.08
H72 -7.217 -2.179 -1.970  0.07
H73 -7.335 -2.404 -3.623  0.08
C31 -7.018 -6.183 4.056  -0.08
C32 -6.834 -6.302 5.580  -0.32
O17 -5.780 -7.143 5.797  -0.19
P4 -4.220 -6.586 5.797  0.54
O18 -3.939 -5.184 5.319  -0.25
O19 -3.709 -6.759 7.316  -0.19
C33 -3.642 -8.010 7.945  -0.27
C34 -2.196 -8.605 7.763  -0.06
O20 -3.331 -7.746 5.069  -0.20
C35 -3.753 -8.203 3.781  -0.28
C36 -3.904 -9.725 3.828  -0.05
H74 -7.874 -5.569 3.775  0.08
H75 -6.159 -5.626 3.681  0.07
H76 -7.090 -7.148 3.555  0.07
H77 -6.689 -5.278 5.925  0.12
H78 -7.736 -6.682 6.059  0.12
H79 -3.853 -7.825 8.998  0.12
H80 -4.337 -8.733 7.517  0.10
H81 -2.191 -9.643 8.096  0.07
H82 -1.745 -8.508 6.775  0.07
H83 -1.606 -8.085 8.518  0.07
H84 -4.640 -7.657 3.463  0.10
H85 -2.967 -7.946 3.070  0.12
H86 -4.720 -9.768 4.549  0.08
H87 -4.164 -9.924 2.789  0.08
H88 -3.024 -10.323 4.067  0.08
C37 4.266 -1.074 5.651  -0.07
C38 3.426 -1.292 6.902  -0.29
O21 4.120 -1.103 8.090  -0.19
P5 4.368 0.384 8.734  0.54
O22 3.153 1.228 8.982  -0.24
O23 5.564 0.934 7.791  -0.20
C39 5.231 1.939 6.895  -0.32
C40 6.121 3.117 7.222  -0.06
O24 5.114 -0.010 10.150  -0.19
C41 6.055 0.929 10.643  -0.30
C42 6.336 0.520 12.059  -0.07
H89 4.003 -0.118 5.198  0.07
H90 5.300 -0.870 5.929  0.07
H91 4.230 -1.891 4.931  0.08
H92 2.629 -0.558 7.018  0.11
H93 2.975 -2.279 6.792  0.12
H94 5.428 1.498 5.918  0.11
H95 4.190 2.239 7.014  0.11
H96 6.068 3.345 8.286  0.08
H97 7.143 2.824 6.978  0.08
H98 5.982 3.928 6.507  0.08
H99 6.893 0.908 9.945  0.12
H100 5.634 1.934 10.627  0.12
H101 5.449 0.546 12.692  0.08
H102 6.668 -0.511 12.187  0.08
H103 7.057 1.181 12.540  0.08

Values from the calculation:
Energy relative to the best compared isomer or geometry (same formula, charge and spin): 159.7 kcal/mol
Frontier orbital gap: 9.2 eV
SMILES: CCOP(=O)(OCC)OCC.CCOP(=O)(OCC)OCC.CCOP(=O)(OCC)OCC.CCOP(=O)(OCC)OCC.CCOP(=O)(OCC)OCC.CN(C)C=O.CN(C)C=O.CN(C)C=O.CN(C)C=O
LUMO: 0.0052 Ha
Total energy: -5393.9750 a.u.

---

Record 2
ORCA calculation (ωB97M-V/def2-TZVPD) on a cluster of 26 separate species, C13H67FNO29 in total at a distorted geometry.

Each line ends with the Löwdin charge.
Cartesian coordinates (Å):
C1 -5.837 -0.866 0.426  0.02
C2 -4.721 -0.490 -0.534  -0.32
F1 -4.909 0.742 -1.067  0.08
N1 -3.376 -0.524 0.122  0.04
C3 -3.257 -0.031 1.368  0.04
C4 -2.046 -0.053 2.007  0.07
C5 -0.923 -0.566 1.355  -0.05
C6 0.410 -0.549 2.077  -0.45
O1 0.839 -1.568 2.538  0.18
O2 1.031 0.634 2.129  0.03
C7 0.641 1.463 3.277  -0.11
C8 0.389 2.936 2.888  -0.14
C9 1.557 3.785 3.431  -0.14
C10 1.508 5.242 2.937  -0.16
O3 0.174 5.501 2.457  -0.05
C11 -0.107 6.809 2.250  -0.32
O4 -1.207 7.226 2.476  0.09
C12 -1.063 -1.078 0.071  0.06
C13 -2.314 -1.026 -0.520  0.03
H1 -6.044 0.009 1.046  0.10
H2 -5.502 -1.646 1.111  0.07
H3 -6.727 -1.180 -0.108  0.11
H4 -4.700 -1.232 -1.333  0.14
H5 -4.113 0.392 1.868  0.15
H6 -1.998 0.332 3.013  0.13
H7 1.454 1.420 3.998  0.12
H8 -0.247 1.057 3.760  0.11
H9 0.293 3.057 1.811  0.10
H10 -0.537 3.256 3.363  0.12
H11 1.544 3.746 4.521  0.12
H12 2.473 3.316 3.069  0.11
H13 1.775 5.920 3.748  0.13
H14 2.226 5.335 2.126  0.07
H15 0.682 7.431 1.810  0.12
H16 -0.221 -1.507 -0.454  0.12
H17 -2.450 -1.395 -1.531  0.14
O5 2.526 5.592 -0.071  -0.05
H18 1.707 5.385 -0.536  0.05
H19 3.193 5.062 -0.517  0.04
O6 -4.713 -3.846 -1.022  -0.03
H20 -4.264 -3.132 -0.562  -0.01
H21 -4.541 -3.653 -1.955  0.03
O7 1.710 -3.054 -0.223  -0.05
H22 2.118 -3.929 -0.118  0.04
H23 1.206 -2.943 0.591  0.02
O8 3.994 -5.224 0.502  -0.07
H24 4.211 -5.740 1.295  0.00
H25 4.628 -4.499 0.510  0.04
O9 4.607 4.720 2.026  -0.05
H26 4.782 5.641 1.804  0.05
H27 5.208 4.218 1.466  0.04
O10 -3.842 5.902 0.998  -0.06
H28 -3.095 6.436 1.298  0.01
H29 -3.438 5.070 0.737  0.02
O11 -1.276 -4.085 -0.815  -0.04
H30 -1.239 -4.974 -0.446  0.06
H31 -0.383 -3.938 -1.158  0.04
O12 2.135 -2.441 -3.117  -0.06
H32 2.346 -2.951 -2.326  0.02
H33 2.755 -1.697 -3.093  0.04
O13 3.341 -0.410 4.065  -0.04
H34 2.514 -0.617 3.615  0.00
H35 4.007 -0.940 3.616  0.06
O14 0.514 -1.385 -5.333  -0.06
H36 1.167 -1.652 -4.668  -0.01
H37 0.786 -1.834 -6.140  0.05
O15 4.773 -3.744 -3.304  -0.06
H38 4.977 -4.634 -3.608  0.04
H39 3.857 -3.595 -3.573  0.00
O16 -5.179 -3.583 2.395  -0.05
H40 -4.569 -3.931 3.055  0.06
H41 -4.943 -4.046 1.578  0.04
O17 0.986 1.717 -5.487  -0.06
H42 0.035 1.863 -5.519  0.05
H43 1.073 0.750 -5.507  0.01
O18 -0.229 2.425 -0.581  -0.03
H44 -0.173 2.179 -1.511  0.05
H45 -0.655 1.686 -0.141  0.00
O19 0.952 4.730 -6.695  -0.06
H46 0.896 3.827 -6.367  -0.01
H47 1.863 4.813 -6.999  0.00
O20 4.764 1.731 5.669  -0.06
H48 4.361 2.390 5.095  0.02
H49 4.326 0.905 5.435  -0.01
O21 3.227 0.349 -4.044  -0.04
H50 3.978 0.318 -4.646  0.06
H51 2.707 1.107 -4.338  0.01
O22 -2.845 -3.104 -3.359  -0.05
H52 -2.196 -3.371 -2.696  0.00
H53 -2.594 -3.559 -4.169  0.06
O23 4.122 -7.316 2.544  -0.04
H54 3.182 -7.468 2.698  0.02
H55 4.434 -8.122 2.118  0.06
O24 1.810 9.135 0.853  -0.05
H56 2.560 9.114 0.250  0.04
H57 1.251 9.848 0.525  0.05
O25 1.085 -6.553 3.442  -0.04
H58 0.187 -6.217 3.353  0.05
H59 1.529 -5.904 3.999  0.06
O26 3.705 4.176 -8.159  -0.05
H60 4.181 3.339 -8.165  0.04
H61 3.251 4.201 -9.008  0.05
O27 -5.738 2.243 -4.020  -0.05
H62 -5.621 1.684 -3.247  0.00
H63 -5.074 2.933 -3.925  0.04
O28 -7.477 -5.577 2.245  -0.06
H64 -7.416 -6.173 2.998  0.04
H65 -6.786 -4.918 2.383  -0.02
O29 -0.152 -9.167 2.361  -0.05
H66 0.308 -8.407 2.734  -0.02
H67 -0.094 -9.056 1.408  0.03

Values from the calculation:
Charge: +1
Frontier orbital gap: 7.2 eV
LUMO: -0.1793 Ha
Total energy: -2871.8623 a.u.

---

Record 3
ORCA calculation (ωB97M-V/def2-TZVPD) on a structure of composition C38H34N19O3Ti.

Each line ends with the Löwdin charge.
Cartesian coordinates (Å):
Ti1 0.041 0.714 -0.705  0.89
C1 4.202 -2.183 1.976  -0.06
N1 3.466 -1.024 1.483  -0.12
C2 2.462 -1.000 0.609  -0.11
N2 1.958 0.222 0.543  -0.01
C3 2.726 0.920 1.422  -0.21
N3 3.644 0.199 2.020  0.14
C4 3.356 -3.073 2.858  -0.19
C5 3.728 -4.400 3.039  -0.03
C6 2.974 -5.236 3.847  -0.05
C7 1.828 -4.765 4.464  -0.01
C8 1.451 -3.441 4.278  -0.15
C9 2.220 -2.593 3.489  0.02
C10 0.197 -2.956 4.847  -0.29
N4 -0.686 -3.583 5.541  0.14
N5 -1.722 -2.684 5.769  0.14
C11 -1.379 -1.588 5.196  -0.30
O1 -0.167 -1.671 4.592  0.10
C12 -2.105 -0.324 5.092  -0.13
C13 -3.470 -0.269 5.363  0.00
C14 -4.141 0.933 5.227  -0.05
C15 -3.467 2.073 4.802  -0.03
C16 -2.105 2.022 4.535  -0.20
C17 -1.367 3.251 4.068  -0.05
N6 -0.930 3.137 2.667  -0.08
C18 -0.200 2.198 2.080  -0.15
N7 -0.039 2.487 0.793  0.00
C19 -0.724 3.658 0.658  -0.20
N8 -1.266 4.090 1.766  0.13
C20 -1.426 0.823 4.706  0.02
H1 5.060 -1.776 2.509  0.14
H2 4.574 -2.744 1.119  0.13
H3 2.113 -1.868 0.070  0.15
H4 2.606 1.973 1.615  0.11
H5 4.607 -4.787 2.537  0.12
H6 3.266 -6.270 3.972  0.11
H7 1.207 -5.417 5.062  0.12
H8 1.910 -1.564 3.356  0.12
H9 -3.984 -1.168 5.674  0.12
H10 -5.200 0.985 5.443  0.11
H11 -4.004 3.005 4.681  0.12
H12 -0.493 3.459 4.686  0.14
H13 -2.011 4.125 4.087  0.13
H14 0.173 1.315 2.567  0.11
H15 -0.816 4.188 -0.274  0.11
H16 -0.354 0.770 4.562  0.12
C21 -2.689 3.707 -4.764  -0.03
N9 -1.497 3.446 -3.967  -0.14
C22 -0.244 4.100 -4.311  -0.03
C23 -1.494 2.563 -2.936  -0.38
N10 -0.467 2.307 -2.198  0.09
N11 -2.696 1.901 -2.726  0.17
C24 -3.058 1.237 -1.569  -0.47
N12 -4.376 0.913 -1.514  0.18
N13 -2.207 0.996 -0.641  0.07
H17 -2.444 4.442 -5.523  0.09
H18 -3.499 4.119 -4.158  0.10
H19 -3.036 2.813 -5.290  0.10
H20 -0.409 4.752 -5.163  0.09
H21 0.523 3.368 -4.583  0.10
H22 0.127 4.715 -3.488  0.10
H23 0.327 2.876 -2.463  0.05
H24 -3.415 2.034 -3.413  0.12
H25 -4.984 1.038 -2.303  0.11
H26 -4.686 0.272 -0.805  0.12
H27 -2.629 0.528 0.154  0.08
O2 1.933 -2.542 -7.361  0.09
N14 0.963 -2.375 -6.654  -0.34
O3 -0.151 -2.788 -6.897  0.09
C25 1.156 -1.602 -5.399  -0.05
C26 2.242 -0.811 -5.374  0.08
C27 2.502 0.046 -4.248  -0.13
C28 3.587 0.895 -4.170  0.00
C29 3.724 1.702 -3.035  -0.04
C30 2.776 1.631 -2.044  -0.12
N15 1.700 0.816 -2.093  -0.03
C31 1.567 0.020 -3.190  -0.17
C32 0.469 -0.850 -3.200  -0.15
N16 -0.306 -0.807 -2.063  -0.02
C33 -1.337 -1.700 -2.015  -0.13
C34 -1.615 -2.576 -3.028  -0.03
C35 -0.857 -2.589 -4.203  0.00
C36 0.205 -1.711 -4.303  -0.07
H28 2.917 -0.808 -6.217  0.14
H29 4.314 0.927 -4.972  0.12
H30 4.560 2.377 -2.923  0.11
H31 2.863 2.252 -1.159  0.11
H32 -1.929 -1.694 -1.111  0.09
H33 -2.436 -3.269 -2.905  0.12
H34 -1.096 -3.274 -4.997  0.11
N17 -0.618 -0.561 0.860  0.04
C37 -0.850 -1.656 1.228  -0.34
N18 -1.177 -2.801 1.651  0.11
C38 -0.335 -3.818 1.466  -0.37
N19 0.366 -4.725 1.328  0.14

Values from the calculation:
Charge: +1
Energy relative to the best compared isomer or geometry (same formula, charge and spin): 0.0 kcal/mol
Frontier orbital gap (alpha / beta): 5.1 / 5.2 eV
LUMO (alpha / beta): -0.1151 / -0.1147 Ha
Total energy: -3583.9036 a.u.

---

The highest total energy belongs to which entry?
C13H67FNO29

---

The lowest total energy belongs to which entry?
C42H103N4O24P5